# 1
{"formula": "C37H60Br2IN2O16P", "method": "ωB97M-V/def2-TZVPD", "spin_multiplicity": 1, "total_charge": 0, "gap_ev": 8.3825, "symbols": ["H", "C", "H", "C", "C", "C", "H", "H", "C", "C", "C", "O", "H", "C", "H", "O", "H", "H", "H", "H", "H", "Br", "C", "C", "C", "C", "H", "C", "H", "C", "H", "H", "I", "H", "O", "H", "H", "O", "O", "H", "O", "C", "H", "H", "C", "H", "H", "H", "C", "C", "O", "H", "O", "C", "C", "H", "H", "H", "O", "O", "C", "H", "H", "C", "H", "H", "O", "C", "C", "H", "H", "H", "C", "C", "O", "H", "H", "H", "C", "C", "H", "H", "H", "H", "C", "C", "H", "Br", "C", "H", "C", "H", "N", "H", "O", "P", "O", "H", "C", "H", "H", "C", "O", "N", "H", "H", "H", "H", "H", "H", "H", "C", "C", "H", "H", "H", "C", "O", "H"], "coordinates": [[3.705, -0.603, 4.289], [2.079, -0.160, 2.920], [-14.745, -1.476, -5.413], [1.978, -1.812, 4.598], [7.519, -0.486, 3.002], [-1.709, 0.366, -2.121], [-5.810, 5.244, -4.240], [-2.007, 0.070, -4.356], [1.859, -1.538, 2.333], [-3.667, -3.193, -2.316], [-12.578, 0.025, -6.486], [-1.908, 1.931, -0.359], [-7.498, 2.868, -3.344], [-3.274, 0.731, -1.877], [11.809, -2.023, 5.856], [-0.812, -2.400, -1.274], [-5.139, 2.534, -0.405], [1.035, 0.247, -1.887], [1.120, 0.362, 3.014], [-3.661, 3.590, -0.729], [-7.480, 4.607, -2.694], [-5.655, -2.373, -0.502], [-12.217, -0.221, -5.040], [-14.061, 0.346, -6.397], [2.622, -0.479, 4.300], [9.436, -4.294, 5.825], [-3.693, -0.876, -3.288], [-3.609, 1.683, -3.130], [1.049, -1.542, 1.605], [-3.904, -1.922, -1.398], [10.716, -2.186, 7.262], [7.791, 0.486, 2.594], [-4.000, 0.278, 1.304], [13.973, 2.792, 5.720], [-8.677, 4.266, -4.397], [-14.624, 0.085, -7.293], [13.561, 2.580, 8.439], [-13.339, -0.446, -4.311], [8.915, -3.140, 5.144], [-3.795, 1.076, -4.053], [1.902, -2.342, 5.675], [-3.260, 1.376, -0.455], [-3.201, -1.885, -0.543], [-4.538, -3.891, -2.285], [-6.253, 4.260, -4.513], [2.328, 0.270, 5.034], [12.353, 2.718, 6.418], [9.099, -1.936, 2.522], [6.038, -0.735, 2.867], [-7.506, 3.952, -3.602], [5.811, -2.006, 2.449], [-0.635, 1.106, -3.922], [1.517, -2.375, 3.452], [-4.045, -0.587, -2.269], [13.298, 2.179, 6.317], [-3.519, -2.935, -3.389], [-15.326, 0.021, -4.657], [-0.419, -2.926, -4.777], [5.155, 0.042, 3.121], [-10.635, 4.893, -3.482], [13.046, 0.809, 5.718], [-4.425, 3.635, -2.607], [7.203, -3.302, 3.242], [-14.486, -0.441, -5.173], [7.798, -0.552, 4.056], [-2.734, 2.327, -3.419], [-11.109, -0.255, -4.580], [10.903, -3.989, 6.054], [13.163, 0.513, 7.982], [0.618, -0.699, -4.162], [12.232, 0.820, 4.994], [-2.802, -3.805, -1.965], [13.837, 1.834, 7.696], [-9.873, 3.990, -3.716], [-0.222, 2.399, -1.847], [11.480, -4.254, 5.164], [-6.648, 4.368, -5.556], [9.290, -5.178, 5.205], [10.896, -2.478, 6.226], [9.710, -2.068, 5.389], [2.742, 0.462, 2.320], [-9.347, 2.159, -2.640], [2.762, -1.937, 1.864], [-11.134, 2.422, -2.824], [-10.152, 2.507, -3.333], [-4.064, 2.726, -0.160], [-4.301, 3.428, -5.046], [-6.013, -0.367, -2.541], [-1.196, 0.190, -3.593], [-5.671, 2.385, -2.422], [-5.228, 3.080, -4.524], [-4.020, 2.928, 0.930], [0.864, -0.472, -1.182], [8.886, -4.423, 6.760], [-0.921, -0.636, 0.629], [-0.692, -0.786, -1.036], [12.687, -0.028, 6.828], [-0.982, -2.669, -2.190], [-1.135, 1.726, -1.485], [-12.390, -0.886, -7.058], [8.186, -1.326, 1.140], [-4.810, 2.678, -3.052], [9.458, -0.956, 5.007], [-0.310, -0.968, -3.848], [14.918, 1.685, 7.687], [-10.182, 1.911, -4.271], [-12.006, 0.856, -6.895], [13.938, 0.393, 5.242], [-5.639, 2.178, -5.038], [-1.981, -2.060, -4.713], [-14.195, 1.415, -6.215], [7.059, -2.706, 2.339], [8.109, -1.624, 2.189], [-0.659, -1.521, -5.869], [11.327, -4.527, 6.901], [-0.470, 0.199, 0.862], [-0.886, -1.909, -4.842], [13.075, -0.025, 9.049], [7.026, -3.373, 1.477]]}


# 2
{"formula": "C3H11NO2", "method": "ωB97M-V/def2-TZVPD", "spin_multiplicity": 1, "de_lowest_kj_mol": 234.43, "total_charge": 0, "smiles": "NCCCO.O", "gap_ev": 10.7976, "symbols": ["C", "O", "H", "H", "H", "H", "H", "H", "O", "H", "H", "C", "C", "H", "H", "H", "N"], "coordinates": [[0.040, -0.850, -1.097], [1.432, 2.169, 1.264], [-1.060, 0.941, -0.871], [0.964, 2.989, 1.024], [0.571, -1.068, 1.095], [-0.176, 0.733, 1.455], [0.104, 0.131, -1.507], [2.026, -1.270, -0.763], [-1.466, 1.354, -0.077], [-2.034, 0.142, 1.407], [-1.142, -1.790, 0.572], [-1.057, 0.389, 0.880], [-0.450, -0.927, 0.401], [-0.842, -1.292, -1.534], [1.298, -1.636, -2.315], [0.577, 1.729, 1.393], [1.216, -1.746, -1.324]]}


Values of electronic energy, in order: -232555.328; -8872.060, all in eV.
Values of HOMO energy, in order: -8.308; -10.060, all in eV.